The following is a DFT calculation (ωB97M-V/def2-TZVPD) of 2 unconnected molecules or ions with the total composition C2H7N2S.

Atoms and positions in Å:
C1 1.745 1.469 0.560
S1 2.488 0.222 -0.549
H1 1.392 1.005 1.490
H2 0.881 1.938 0.088
H3 2.431 2.258 0.867
N1 -0.357 -1.380 -0.637
C2 -1.466 -0.757 -0.217
N2 -2.637 -1.293 -0.147
H4 -0.447 -2.291 -1.049
H5 0.543 -0.865 -0.653
H6 -1.292 0.281 0.062
H7 -3.283 -0.586 0.186

Relative energy (zero: lowest compared OMol25 entry of this formula, charge and spin) = 0.000 eV
Total charge = -1
Lowest unoccupied orbital energy = 4.124 eV